Entry w
Computed, not measured: a cluster of 10 separate species, C34H96N12O10 in total, with ωB97M-V/def2-TZVPD.

- HOMO: -9.3 eV
- SMILES: COC[C@H](C)N.COC[C@H](C)N.COC[C@H](C)N.COC[C@H](C)N.COC[C@H](C)N.COC[C@H](C)N.COC[C@H](C)N.COC[C@H](C)N.NC(N)=O.NC(N)=O
- LUMO energy: 0.0093 Eh

ORCA input file:
```
! RIJCOSX wB97M-V def2-TZVPD def2/J DEFGRID3
* xyz 0 1
H 18.440 21.792 14.730
H 11.513 18.409 11.154
H 15.316 21.007 8.084
H 11.502 23.778 12.547
H 9.857 21.283 5.315
H 15.245 24.620 5.736
N 8.651 19.112 6.567
O 15.501 20.526 6.052
O 10.045 25.021 11.953
H 9.791 19.949 8.062
C 10.452 16.523 12.971
C 15.017 16.431 13.167
C 16.249 19.367 5.801
H 16.819 18.314 15.387
H 20.016 19.886 13.929
N 14.195 15.420 12.477
H 17.211 19.463 5.297
C 14.645 22.734 5.279
O 8.478 21.843 6.824
C 10.139 20.666 11.818
H 18.864 23.057 11.282
H 14.447 20.802 13.417
H 11.919 19.056 13.896
C 14.015 21.774 13.179
C 15.426 29.018 8.792
H 16.595 29.839 7.110
H 15.207 27.004 9.259
H 16.746 20.135 12.418
H 14.208 23.041 9.312
H 14.215 26.009 6.602
H 14.790 23.809 3.376
H 8.230 23.212 5.378
H 16.549 19.084 6.810
C 9.805 19.843 6.977
H 9.450 23.782 6.600
H 13.512 20.102 8.881
H 10.546 21.734 6.850
H 10.452 27.209 8.528
H 11.230 19.095 5.499
N 10.783 28.462 10.669
H 13.134 21.929 13.801
C 19.361 19.018 14.000
H 11.178 20.991 11.866
H 17.602 21.765 8.553
O 13.872 27.505 7.695
C 10.699 26.574 9.379
N 16.590 29.052 9.640
H 10.172 28.962 11.299
C 10.602 26.344 11.918
N 15.527 23.662 5.886
H 14.798 29.798 6.939
H 9.073 27.195 10.700
H 15.874 27.105 7.682
H 15.407 22.437 7.914
H 19.470 21.753 12.666
H 15.687 17.321 11.224
C 16.080 16.784 12.087
H 15.804 17.395 16.487
N 18.571 21.501 8.452
H 16.715 20.247 15.007
H 13.474 17.886 12.679
H 13.500 15.075 13.123
H 7.750 23.739 7.040
C 17.822 20.183 12.582
H 9.869 23.332 12.964
H 8.875 16.943 11.732
H 16.831 17.343 12.645
N 17.791 19.785 9.267
H 12.798 21.420 8.054
H 13.433 24.264 4.385
C 17.992 22.365 13.918
H 11.286 15.784 10.584
C 11.092 19.089 6.580
H 13.343 22.807 3.439
N 10.298 15.953 10.709
C 10.160 27.120 10.672
H 16.332 21.614 4.437
C 14.162 17.722 13.509
H 9.771 15.739 13.303
H 15.100 20.792 11.037
H 11.674 26.169 11.823
H 16.916 22.425 14.079
O 14.642 19.495 17.310
H 17.358 28.585 9.179
H 15.759 18.557 5.261
H 15.546 22.500 11.316
O 9.943 19.298 12.149
H 9.601 21.200 12.601
H 14.910 20.815 4.108
H 15.437 31.024 7.733
H 19.290 22.133 8.128
H 14.750 22.512 13.502
H 12.927 19.578 15.094
C 15.373 21.396 4.906
C 18.385 21.654 12.644
H 14.928 18.490 13.614
H 17.828 18.808 9.519
H 18.348 23.390 14.017
H 16.895 20.242 9.169
H 13.578 25.590 8.265
H 14.505 29.306 9.300
H 13.756 15.968 11.751
C 12.416 18.667 14.784
H 17.953 22.115 10.602
N 15.623 21.783 8.653
C 14.021 23.413 4.041
H 11.443 16.075 13.042
H 13.892 22.466 6.019
H 10.485 28.917 9.818
H 12.465 26.072 7.030
H 16.712 30.055 9.619
H 19.546 18.535 14.960
O 13.684 21.883 11.751
H 12.456 21.188 9.729
C 9.962 16.983 11.667
C 13.485 26.223 7.382
C 15.140 27.578 8.334
H 16.507 23.695 5.645
C 14.775 21.828 10.941
O 19.953 19.787 8.753
H 10.701 24.546 13.910
H 10.113 25.673 9.199
H 10.429 17.314 13.721
H 10.429 26.747 12.915
N 15.965 20.317 15.679
H 8.597 18.382 7.263
N 16.144 18.280 16.138
C 10.428 18.333 11.208
H 11.689 18.413 15.557
H 11.739 26.248 9.386
H 9.635 20.814 10.863
H 15.627 21.173 16.094
O 18.011 19.505 13.834
C 15.637 29.959 7.616
C 15.519 19.334 16.424
C 13.268 21.157 9.002
O 13.250 17.506 14.594
C 9.668 21.282 6.389
C 10.551 24.180 12.895
H 19.467 18.293 13.192
H 7.900 19.718 6.867
H 11.899 19.782 6.819
H 9.936 18.549 10.259
H 15.508 16.005 14.042
C 14.480 21.998 9.470
H 9.955 16.200 9.792
C 18.866 20.296 8.864
N 18.042 22.522 11.522
H 16.593 15.920 11.662
H 18.201 19.534 11.792
H 11.321 18.106 6.990
C 8.512 23.254 6.430
*
```



Entry x
Computed, not measured: a cluster of 10 separate species, C34H96N12O10 in total, with ωB97M-V/def2-TZVPD.

- HOMO: -8.8 eV
- SMILES: COC[C@H](C)N.COC[C@H](C)N.COC[C@H](C)N.COC[C@H](C)N.COC[C@H](C)N.COC[C@H](C)N.COC[C@H](C)N.COC[C@H](C)N.NC(N)=O.NC(N)=O
- LUMO energy: 0.0125 Eh

ORCA input file:
```
! RIJCOSX wB97M-V def2-TZVPD def2/J DEFGRID3
* xyz 0 1
H 2.350 1.708 -3.450
H -3.177 1.186 6.095
H -1.977 5.560 7.193
H 5.444 -2.966 -2.993
H -2.265 4.080 7.125
H 2.781 -0.003 1.139
H 3.227 -6.627 -0.861
N 0.662 1.976 -8.557
H 2.043 -1.049 3.317
H -1.711 0.256 2.578
N 4.298 -2.840 -5.226
H -0.480 4.639 2.639
H -1.740 -3.170 6.372
H -0.666 2.501 1.382
O -2.474 2.458 -6.557
C -4.504 -2.383 2.386
H -2.167 0.391 -5.898
C 0.112 -2.613 -1.956
H 0.556 -7.567 -2.909
C -2.336 1.421 -5.584
C -1.857 -2.237 6.923
H -0.497 -5.016 1.654
H 3.445 -2.049 3.385
H 2.541 -4.087 -1.797
H -2.839 4.916 3.967
C 0.709 1.687 0.173
H -4.393 -3.441 2.626
C -4.711 0.611 0.097
H 5.039 0.415 1.923
H 0.753 5.654 5.612
H 0.261 4.497 -7.721
H 6.520 1.473 -4.189
H 0.104 1.582 -6.638
H 2.938 -0.393 5.776
C 3.952 -0.337 5.380
H 4.465 -1.226 5.748
H -3.064 -4.537 1.380
N -2.016 -4.608 -0.442
H 0.759 5.770 2.048
C 0.999 1.730 -1.333
C -1.618 2.321 -7.738
H -4.254 3.204 -2.161
N 6.606 1.357 -3.190
H -3.070 6.127 5.244
C -2.308 -3.967 0.840
H -2.331 -2.662 7.807
H 0.918 0.729 -3.647
H 3.853 -2.837 1.074
H 6.158 -4.509 -3.402
N -0.305 2.712 0.463
H -1.556 1.733 -4.889
O 0.470 -3.985 -1.717
C -1.396 4.817 5.500
C 0.472 3.772 -6.935
H -0.733 1.282 3.695
O -2.628 -1.284 6.234
C 3.386 -0.780 1.607
N 4.744 -0.373 1.365
H -1.226 -3.788 2.644
H -0.789 -0.408 5.608
H 1.652 -4.250 -3.313
H 5.358 -1.162 1.503
H -2.210 1.970 3.022
H -2.016 -1.957 0.393
H 1.082 -6.268 -1.197
H -1.081 2.657 -0.181
H -3.910 3.398 1.355
H -3.509 0.198 4.198
H -2.961 4.647 0.862
H 3.262 -1.895 -0.299
H -0.846 -2.306 -1.535
H -1.694 -5.553 -0.290
H -4.585 4.476 0.200
H 1.122 4.641 3.363
H -4.848 -2.062 3.369
H -5.785 2.435 -0.416
O -0.139 6.289 3.830
N -2.569 1.555 5.378
H 0.842 -1.926 -1.531
H -1.483 -1.535 4.505
H -3.347 1.710 -2.139
C -1.746 -0.755 5.220
H 5.916 1.408 -0.922
O 5.077 -4.945 -5.472
C 0.351 5.280 2.932
O 3.977 -0.165 3.930
C 1.644 -4.505 -2.254
H -5.587 0.027 0.379
C 4.947 -3.924 -4.798
C -1.733 1.041 3.334
H -1.026 0.281 0.362
H -6.228 1.602 -2.642
H 0.202 -2.368 -3.014
C 1.908 0.746 -3.191
H 2.208 -2.460 1.042
C 3.177 -2.035 0.779
H -1.875 3.103 -8.453
H 7.056 1.983 -2.537
H -1.062 3.872 5.071
H 0.066 -6.107 -3.252
H -5.382 0.266 -2.153
H 4.859 0.061 -0.958
O -3.279 -1.952 1.966
C -0.225 5.921 5.210
H 0.080 1.469 -9.209
N -5.974 1.027 -1.852
H -0.614 6.824 5.679
C 0.047 0.322 0.554
H 1.423 2.692 -1.623
H 0.544 -0.425 -0.065
H -3.845 0.044 -0.246
C -2.856 -2.565 0.728
H -1.843 1.380 -8.239
N -1.500 4.710 6.928
H -5.239 -2.039 1.659
H 2.862 -7.685 -2.198
H 4.473 0.443 5.935
H 0.066 1.429 -1.810
C -5.131 1.703 -0.891
N 5.552 -3.736 -3.637
O 5.434 -0.563 -3.195
H 3.927 -2.817 -6.165
H 1.028 2.798 -9.015
N 0.910 -6.643 -3.113
H -0.152 -3.441 1.274
C -3.669 3.935 0.437
C 1.650 -6.003 -2.088
H -3.479 4.393 5.429
H 0.119 0.124 1.624
C -3.905 2.403 -1.509
H 4.506 -2.004 -4.699
H 3.892 -6.224 -2.423
H 1.551 3.724 -6.791
C -0.082 2.346 -7.393
H -1.206 -4.208 -0.894
H 2.591 0.042 -3.666
H 1.610 1.845 0.764
H -3.732 -2.432 0.093
C 3.014 -6.639 -1.929
C -0.994 -4.047 1.611
N 5.510 0.652 -1.454
H -0.818 -1.997 7.149
H -3.291 1.374 -5.061
C 3.112 -1.049 3.107
C 5.885 0.430 -2.663
O 1.858 0.671 -1.755
H -0.071 4.066 -6.036
C -2.496 0.473 4.491
H -4.206 1.074 0.945
C -2.752 5.105 5.037
O -3.133 3.179 -0.606
H -1.713 1.583 5.912
*
```



Relative calculated energies, zero for the most stable structure, unit eV: entry w 0.359; entry x 0.000.



Entry w
Computed, not measured: an isolated molecule of C3H7NOS2, with ωB97M-V/def2-TZVPD.

- HOMO: -9.2 eV
- SMILES: O=CNCCSS
- LUMO energy: 0.0091 Eh

ORCA input file:
```
! RIJCOSX wB97M-V def2-TZVPD def2/J DEFGRID3
* xyz 0 1
H -1.551 -2.499 0.067
N -0.235 1.574 -0.045
C -0.287 0.225 0.568
H 1.487 -0.247 -0.432
H -1.354 1.294 -1.780
C 1.052 -0.493 0.541
H -0.938 -0.347 -0.079
H -0.787 0.319 1.531
H 1.756 -0.190 1.313
S -0.904 -2.904 1.166
S 0.995 -2.315 0.536
C -0.352 1.592 -1.435
O 0.517 1.925 -2.197
H 0.603 2.067 0.246
*
```



Entry x
Computed, not measured: an isolated molecule of C3H7NOS2, with ωB97M-V/def2-TZVPD.

- HOMO: -9.3 eV
- SMILES: O=CNCCSS
- LUMO energy: 0.0032 Eh

ORCA input file:
```
! RIJCOSX wB97M-V def2-TZVPD def2/J DEFGRID3
* xyz 0 1
C -1.042 -0.011 -1.841
H -0.036 -1.170 0.520
H 0.078 1.035 2.211
S 2.671 -1.451 0.563
H 0.323 1.665 0.645
H 2.811 -1.279 -0.773
C -0.591 -0.229 0.648
N -1.295 0.282 -0.536
H -2.267 0.485 -0.342
O -1.791 0.317 -2.729
H -0.083 -0.463 -2.107
C 0.435 0.733 1.218
S 2.193 0.531 1.191
H -1.405 -0.446 1.334
*
```



Relative calculated energies, zero for the most stable structure, unit eV: entry w 0.000; entry x 0.077.



Entry w
Computed, not measured: an isolated molecule of C3H7NOS2, with ωB97M-V/def2-TZVPD.

- HOMO: -8.6 eV
- SMILES: N[C@@H](C=O)CSS
- LUMO energy: 0.0218 Eh

ORCA input file:
```
! RIJCOSX wB97M-V def2-TZVPD def2/J DEFGRID3
* xyz 0 1
N -1.572 0.805 0.595
H 3.578 1.330 -2.325
C 0.459 -0.038 -0.486
S 1.784 1.190 -0.411
S 3.334 0.340 -1.462
H -2.373 0.680 1.197
H -1.926 0.818 -0.348
H -0.172 0.179 -1.346
H -1.914 -1.260 1.616
C -1.147 -1.280 0.830
H 0.268 0.551 1.615
O -0.868 -2.295 0.262
H 0.844 -1.051 -0.587
C -0.296 0.033 0.850
*
```



Entry x
Computed, not measured: an isolated molecule of C3H7NOS2, with ωB97M-V/def2-TZVPD.

- HOMO: -9.4 eV
- SMILES: NC(=O)CCSS
- LUMO energy: 0.0095 Eh

ORCA input file:
```
! RIJCOSX wB97M-V def2-TZVPD def2/J DEFGRID3
* xyz 0 1
H 1.446 -2.881 0.133
C 1.949 -0.903 0.087
H -0.107 -0.287 1.409
H 1.942 1.185 -0.241
S -2.051 0.074 -0.947
H 0.650 1.297 1.688
S -1.335 1.454 0.386
H 0.722 0.281 -1.152
C 0.205 0.647 0.945
H -2.657 -0.791 -0.112
O 3.030 -0.964 0.623
N 1.278 -2.016 -0.355
C 1.202 0.398 -0.179
H 0.373 -1.917 -0.787
*
```



Relative calculated energies, zero for the most stable structure, unit eV: entry w 2.411; entry x 0.000.